Molecular formula: C4H4ClF3
Method: DFT, ωB97M-V/def2-TZVPD

Geometry (Å):
F  1.322  -0.857  -1.429
H  -1.234  -1.833  0.836
C  0.597  1.117  -0.100
F  0.330  2.418  -0.378
C  -0.511  0.120  0.040
H  -0.038  0.529  -2.068
C  0.424  0.113  -1.192
H  -0.454  -0.713  2.026
C  -0.418  -1.053  0.991
H  0.542  -1.523  0.851
F  1.610  1.032  0.834
Cl  -2.169  0.650  -0.413

The energy above the lowest of the compared OMol25 structures with the same formula, charge and spin comes out at 88.09 kJ/mol. As for the HOMO energy: -10.740 eV. As for the molar mass: 144.52 g/mol. As for the spin multiplicity: 1. The maximum force comes out at 1.6 eV/Å. As for the energy: -24886.3277 eV. For the LUMO energy, the calculation gives 0.8 eV. As for the HOMO-LUMO gap: 11.5 eV.

Mulliken atomic charge list, values in e, 6 entries: F -0.28; H 0.33; C 0.77; F -0.27; C 0.48; H 0.41

Molecular formula: C4H4ClFOS
Method: DFT, ωB97M-V/def2-TZVPD

Geometry (Å):
C  -1.024  -1.047  -0.315
C  0.102  -1.480  0.628
Cl  2.031  -0.116  -0.843
S  -1.260  1.843  -0.154
H  0.617  -2.380  0.302
C  -0.564  0.392  -0.105
F  1.280  0.514  1.514
O  -2.311  -1.543  -0.063
C  0.780  -0.105  0.409
H  -2.903  -1.131  -0.689
H  -0.181  -1.544  1.689
H  -0.702  -1.305  -1.332

The energy above the lowest of the compared OMol25 structures with the same formula, charge and spin comes out at 144.88 kJ/mol. As for the HOMO energy: -9.262 eV. As for the molar mass: 154.59 g/mol. As for the spin multiplicity: 1. The maximum force comes out at 1.5 eV/Å. As for the energy: -32333.9830 eV. For the LUMO energy, the calculation gives -1.0 eV. As for the HOMO-LUMO gap: 8.3 eV.

Mulliken atomic charge list, values in e, 6 entries: C 0.29; C -0.95; Cl -0.17; S -0.26; H 0.30; C -0.32

Molecular formula: C4H4ClN
Method: DFT, ωB97M-V/def2-TZVPD

Geometry (Å):
C  1.772  0.771  0.114
C  -1.842  -1.193  0.070
H  -2.842  -1.209  0.310
C  -1.115  -0.196  -0.260
H  2.108  1.862  -0.262
C  0.003  0.573  -0.555
Cl  2.916  -0.468  -0.321
H  -1.447  -2.132  0.159
H  1.504  0.740  1.223
N  -1.058  1.251  -0.478

The energy above the lowest of the compared OMol25 structures with the same formula, charge and spin comes out at 458.73 kJ/mol. As for the HOMO energy: -9.301 eV. As for the molar mass: 101.54 g/mol. As for the spin multiplicity: 1. The maximum force comes out at 4.8 eV/Å. As for the energy: -18220.3849 eV. For the LUMO energy, the calculation gives 0.1 eV. As for the HOMO-LUMO gap: 9.4 eV.

Mulliken atomic charge list, values in e, 6 entries: C -0.30; C -0.87; H 0.31; C 0.53; H 0.29; C 0.11

Molecular formula: C4H4ClN3O2
Method: DFT, ωB97M-V/def2-TZVPD

Geometry (Å):
N  0.562  1.087  -0.076
H  2.141  2.581  0.065
N  4.174  0.450  -0.007
C  2.792  0.541  0.023
O  4.682  -0.641  0.113
H  -1.568  -0.067  -0.076
H  -0.819  -1.650  -0.689
Cl  1.990  -2.422  -0.009
C  1.675  -0.886  -0.068
H  -1.122  -1.141  0.993
C  -0.827  -0.761  0.023
O  4.784  1.499  -0.059
C  1.812  1.518  0.037
N  0.540  -0.236  0.007

The energy above the lowest of the compared OMol25 structures with the same formula, charge and spin comes out at 552.56 kJ/mol. As for the HOMO energy (alpha / beta): -9.020 / -9.021 eV. As for the molar mass: 161.55 g/mol. As for the spin multiplicity: 1. The maximum force comes out at 8.8 eV/Å. As for the energy: -25294.3410 eV. For the LUMO energy (alpha / beta), the calculation gives -0.3 / -0.3 eV. As for the HOMO-LUMO gap (alpha / beta): 8.7 / 8.7 eV.

Mulliken atomic charge list, values in e, 6 entries: N -0.93; H 0.41; N 0.91; C 0.17; O -0.59; H 0.36

Molecular formula: C4H4ClN3O2
Method: DFT, ωB97M-V/def2-TZVPD

Geometry (Å):
N  -1.458  -0.219  0.591
N  1.872  1.209  0.802
H  1.571  1.941  1.435
N  0.740  0.667  0.140
H  1.562  -0.164  -1.672
C  -1.399  -0.947  -0.546
C  -0.340  -0.776  -1.489
H  -2.287  -0.150  1.173
Cl  -0.338  -1.818  -2.893
H  2.433  0.433  1.256
O  -0.547  1.219  1.928
C  -0.430  0.608  0.889
O  -2.086  -1.959  -0.507
C  0.707  -0.046  -1.107

The energy above the lowest of the compared OMol25 structures with the same formula, charge and spin comes out at 62.01 kJ/mol. As for the HOMO energy: -9.291 eV. As for the molar mass: 161.55 g/mol. As for the spin multiplicity: 1. The maximum force comes out at 4.9 eV/Å. As for the energy: -25299.4253 eV. For the LUMO energy, the calculation gives 0.1 eV. As for the HOMO-LUMO gap: 9.4 eV.

Mulliken atomic charge list, values in e, 6 entries: N -0.08; N -0.75; H 0.30; N 0.27; H 0.46; C 0.45

Molecular formula: C4H4ClNO
Method: DFT, ωB97M-V/def2-TZVPD

Geometry (Å):
H  0.374  -0.502  -1.635
C  1.802  -0.947  -0.088
H  -0.798  1.613  1.198
C  -0.680  -0.367  0.317
N  2.821  -1.446  0.171
H  -1.436  1.511  -0.503
H  -0.401  -0.676  1.369
O  0.634  1.143  -0.316
C  0.568  -0.285  -0.579
Cl  -2.184  -1.178  -0.143
C  -0.701  1.135  0.208

The energy above the lowest of the compared OMol25 structures with the same formula, charge and spin comes out at 143.31 kJ/mol. As for the HOMO energy: -11.056 eV. As for the molar mass: 117.53 g/mol. As for the spin multiplicity: 1. The maximum force comes out at 2.0 eV/Å. As for the energy: -20271.0324 eV. For the LUMO energy, the calculation gives 0.7 eV. As for the HOMO-LUMO gap: 11.8 eV.

Mulliken atomic charge list, values in e, 6 entries: H 0.33; C -0.08; H 0.26; C -0.05; N -0.38; H 0.30

Molecular formula: C4H4ClNOS
Method: DFT, ωB97M-V/def2-TZVPD

Geometry (Å):
H  2.071  0.100  1.381
C  1.608  -0.482  0.573
H  -2.521  -1.886  0.275
Cl  2.842  -0.653  -0.719
N  -1.694  0.690  -0.642
O  0.312  1.493  -0.069
S  -1.336  -2.044  -0.364
H  1.385  -1.489  0.928
C  -0.942  1.738  -0.500
C  -0.863  -0.354  -0.280
C  0.357  0.134  0.080
H  -1.220  2.753  -0.662

The energy above the lowest of the compared OMol25 structures with the same formula, charge and spin comes out at 0.00 kJ/mol. As for the HOMO energy: -9.079 eV. As for the molar mass: 149.60 g/mol. As for the spin multiplicity: 1. The maximum force comes out at 0.8 eV/Å. As for the energy: -31107.7090 eV. For the LUMO energy, the calculation gives 0.7 eV. As for the HOMO-LUMO gap: 9.8 eV.

Mulliken atomic charge list, values in e, 6 entries: H 0.30; C -0.47; H 0.15; Cl -0.19; N -0.51; O -0.34

Molecular formula: C4H4ClOPS
Method: DFT, ωB97M-V/def2-TZVPD

Geometry (Å):
C  -2.433  -0.759  0.207
P  3.284  -0.713  0.252
C  -2.110  0.557  0.224
H  2.078  -0.528  -1.614
H  -3.326  -1.278  0.087
Cl  4.721  0.554  0.583
H  -2.809  1.413  0.336
O  3.008  -0.289  -1.260
H  -0.665  2.028  0.373
C  -0.707  0.921  0.262
C  -0.051  -0.230  0.200
S  -0.990  -1.675  0.351

The energy above the lowest of the compared OMol25 structures with the same formula, charge and spin comes out at 329.37 kJ/mol. As for the HOMO energy (alpha / beta): -9.332 / -7.372 eV. As for the molar mass: 166.57 g/mol. As for the spin multiplicity: 1. The maximum force comes out at 3.3 eV/Å. As for the energy: -38903.2967 eV. For the LUMO energy (alpha / beta), the calculation gives -0.3 / -1.3 eV. As for the HOMO-LUMO gap (alpha / beta): 9.1 / 6.1 eV.

Mulliken atomic charge list, values in e, 6 entries: C -0.50; P 0.35; C -0.10; H 0.39; H 0.41; Cl -0.18

Molecular formula: C4H4CrO5
Method: DFT, ωB97M-V/def2-TZVPD

Geometry (Å):
C  0.758  -0.285  -0.052
O  0.351  -1.561  -0.054
Cr  1.883  0.658  1.406
C  -0.681  -1.747  -1.050
O  1.561  2.451  2.231
H  -0.446  -2.662  -1.604
C  0.369  2.226  2.579
O  -0.353  2.692  3.421
C  -0.570  -0.477  -1.896
H  -1.651  -1.848  -0.548
H  -0.288  -0.667  -2.937
H  -1.468  0.150  -1.857
O  0.529  0.225  -1.272
O  0.005  0.846  1.633

The energy above the lowest of the compared OMol25 structures with the same formula, charge and spin comes out at 294.26 kJ/mol. As for the HOMO energy (alpha / beta): -8.707 / -9.423 eV. As for the molar mass: 184.07 g/mol. As for the spin multiplicity: 5. The maximum force comes out at 3.8 eV/Å. As for the energy: -42868.5944 eV. For the LUMO energy (alpha / beta), the calculation gives -0.7 / -0.9 eV. As for the HOMO-LUMO gap (alpha / beta): 8.0 / 8.6 eV.

Mulliken atomic charge list, values in e, 6 entries: C 0.67; O -0.37; Cr 0.73; C -0.24; O -0.68; H 0.25

Molecular formula: C4H4CuO5
Method: DFT, ωB97M-V/def2-TZVPD

Geometry (Å):
O  1.454  -0.138  0.895
Cu  -0.433  3.285  -1.440
O  0.069  -0.284  -0.791
O  -3.166  1.258  1.243
C  0.519  -1.640  -0.625
H  1.079  -2.083  1.464
C  -2.910  2.128  0.520
O  -2.499  2.848  -0.303
O  0.636  1.729  -0.013
C  1.454  -1.545  0.587
H  2.481  -1.849  0.367
C  0.641  0.507  0.095
H  1.030  -1.941  -1.545
H  -0.355  -2.275  -0.453

The energy above the lowest of the compared OMol25 structures with the same formula, charge and spin comes out at 83.33 kJ/mol. Its total charge is +1. As for the HOMO energy: -15.132 eV. As for the molar mass: 195.62 g/mol. As for the spin multiplicity: 1. The maximum force comes out at 2.4 eV/Å. As for the energy: -59083.1095 eV. For the LUMO energy, the calculation gives -5.4 eV. As for the HOMO-LUMO gap: 9.7 eV.

Mulliken atomic charge list, values in e, 6 entries: O -0.30; Cu 0.83; O -0.36; O -0.29; C -0.23; H 0.28

Molecular formula: C4H4F2S3
Method: DFT, ωB97M-V/def2-TZVPD

Geometry (Å):
C  -1.512  -1.267  -0.481
H  0.722  0.092  1.679
F  -0.923  -2.577  -0.473
C  0.417  0.026  0.690
H  -1.229  -0.856  -1.477
F  -1.551  -0.460  1.895
S  -3.377  -1.443  -0.313
H  0.378  0.919  0.089
S  -2.696  1.493  -0.428
C  -0.954  -0.552  0.740
C  -3.821  0.294  -0.184
H  0.980  -0.737  0.100
S  -5.353  0.612  0.299

As for the HOMO energy (alpha / beta): -7.742 / -9.180 eV. As for the molar mass: 186.27 g/mol. As for the spin multiplicity: 3. The maximum force comes out at 3.6 eV/Å. As for the energy: -42149.6567 eV. For the LUMO energy (alpha / beta), the calculation gives -0.6 / -3.3 eV. As for the HOMO-LUMO gap (alpha / beta): 7.1 / 5.9 eV.

Mulliken atomic charge list, values in e, 6 entries: C 0.06; H 0.38; F -0.28; C -0.94; H 0.33; F -0.28

Molecular formula: C4H4FN
Method: DFT, ωB97M-V/def2-TZVPD

Geometry (Å):
C  0.074  0.202  -0.012
N  -0.882  2.630  0.013
H  -0.388  -1.837  -0.015
C  -0.559  1.515  -0.031
H  1.987  -0.805  -0.002
F  2.336  1.030  0.022
H  -1.528  -0.932  0.948
H  -1.559  -0.928  -0.910
C  1.448  0.097  -0.038
C  -0.931  -0.973  0.024

The energy above the lowest of the compared OMol25 structures with the same formula, charge and spin comes out at 92.14 kJ/mol. As for the HOMO energy: -9.952 eV. As for the molar mass: 85.08 g/mol. As for the spin multiplicity: 1. The maximum force comes out at 3.6 eV/Å. As for the energy: -8418.8415 eV. For the LUMO energy, the calculation gives 0.7 eV. As for the HOMO-LUMO gap: 10.6 eV.

Mulliken atomic charge list, values in e, 6 entries: C 0.41; N -0.42; H 0.38; C 0.17; H 0.41; F -0.21